Entry from the OMol25 dataset: an isolated molecule of C24H32N4O (ωB97M-V/def2-TZVPD).

Each atom is followed by the atoms it is bonded to, with distances in Å.
CARTESIAN COORDINATES (ANGSTROEM)
1 O -2.094 -3.323 -0.670  C18 1.404, H55 0.975
2 N 0.749 0.882 -0.138  C6 1.454, C25 1.454, C28 1.457
3 N 3.505 -1.054 -0.927  C16 1.371, C22 1.303
4 N -1.702 -0.713 0.263  C23 1.467, C24 1.458, C29 1.460
5 N 3.769 0.996 -0.084  C10 1.439, C22 1.368, C26 1.373
6 C 0.627 -0.086 0.941  N2 1.454, C23 1.546, H44 1.097, H46 1.091
7 C 6.907 -1.572 0.419  C13 1.396, C21 1.379, H57 1.080
8 C -4.465 1.353 0.797  C11 1.387, C14 1.384, H34 1.082
9 C 4.081 3.319 -0.803  C10 1.528, H30 1.088, H41 1.088, H47 1.087
10 C 3.488 2.371 0.238  N5 1.439, C9 1.528, H40 1.094, H59 1.092
11 C -3.950 0.064 0.820  C8 1.387, C27 1.390, C29 1.506
12 C -7.919 0.812 -0.661  C17 1.498, H42 1.088, H54 1.090, H60 1.087
13 C 7.080 -0.291 0.948  C7 1.396, C19 1.380, H43 1.080
14 C -5.740 1.596 0.318  C8 1.384, C17 1.388, H58 1.081
15 C -6.012 -0.730 -0.133  C17 1.391, C27 1.381, H53 1.080
16 C 4.745 -0.980 -0.346  N3 1.371, C21 1.390, C26 1.415
17 C -6.531 0.559 -0.156  C12 1.498, C14 1.388, C15 1.391
18 C -0.837 -3.564 -0.093  O1 1.404, C20 1.530, H33 1.103, H38 1.094
19 C 6.098 0.673 0.845  C13 1.380, C26 1.386, H39 1.080
20 C 0.089 -2.349 -0.177  C18 1.530, C23 1.536, H35 1.090, H56 1.089
21 C 5.747 -1.937 -0.231  C7 1.379, C16 1.390, H37 1.078
22 C 2.966 0.121 -0.761  N3 1.303, N5 1.368, C28 1.490
23 C -0.407 -1.216 0.734  N4 1.467, C6 1.546, C20 1.536, H48 1.098
24 C -1.545 0.219 -0.847  N4 1.458, C25 1.534, H52 1.092, H61 1.093
25 C -0.565 1.358 -0.541  N2 1.454, C24 1.534, H32 1.092, H45 1.096
26 C 4.929 0.316 0.191  N5 1.373, C16 1.415, C19 1.386
27 C -4.741 -0.977 0.349  C11 1.390, C15 1.381, H51 1.080
28 C 1.606 0.485 -1.247  N2 1.457, C22 1.490, H49 1.097, H50 1.097
29 C -2.560 -0.209 1.331  N4 1.460, C11 1.506, H31 1.095, H36 1.102
30 H 5.159 3.191 -0.863  C9 1.088
31 H -2.611 -0.990 2.096  C29 1.095
32 H -0.458 2.005 -1.414  C25 1.092
33 H -0.955 -3.862 0.963  C18 1.103
34 H -3.865 2.177 1.159  C8 1.082
35 H 1.098 -2.634 0.124  C20 1.090
36 H -2.160 0.701 1.807  C29 1.102
37 H 5.610 -2.925 -0.639  C21 1.078
38 H -0.402 -4.408 -0.636  C18 1.094
39 H 6.240 1.662 1.256  C19 1.080
40 H 3.916 2.585 1.222  C10 1.094
41 H 3.658 3.119 -1.785  C9 1.088
42 H -8.118 0.219 -1.551  C12 1.088
43 H 8.007 -0.050 1.448  C13 1.080
44 H 0.336 0.485 1.831  C6 1.097
45 H -0.954 1.965 0.284  C25 1.096
46 H 1.607 -0.526 1.130  C6 1.091
47 H 3.865 4.349 -0.533  C9 1.087
48 H -0.577 -1.663 1.722  C23 1.098
49 H 1.234 -0.366 -1.831  C28 1.097
50 H 1.680 1.350 -1.918  C28 1.097
51 H -4.358 -1.987 0.358  C27 1.080
52 H -2.528 0.627 -1.094  C24 1.092
53 H -6.613 -1.551 -0.497  C15 1.080
54 H -8.649 0.529 0.098  C12 1.090
55 H -2.340 -2.413 -0.418  O1 0.975
56 H 0.129 -2.032 -1.218  C20 1.089
57 H 7.706 -2.290 0.525  C7 1.080
58 H -6.123 2.607 0.311  C14 1.081
59 H 2.403 2.486 0.294  C10 1.092
60 H -8.063 1.863 -0.897  C12 1.087
61 H -1.191 -0.346 -1.714  C24 1.093

* lowest unoccupied orbital energy: 0.64 eV
* HOMO energy: -0.2950 Eh
* SMILES: CCn1c(CN2CCN(Cc3ccc(C)cc3)[C@@H](CCO)C2)nc2ccccc21
* total charge: 0
* F_max: 0.0147 Eh/bohr
* frontier orbital gap: 8.67 eV
* electronic energy: -1228.0131 Eh

natural (NBO) atomic charge list, values in e, 6 entries: -0.7500, -0.4615, -0.4717, -0.4826, -0.3799, -0.2369